# 1
C3H9N2 | wB97M-V/def2-TZVPD

Results
Calculated total energy, eV: -6229.310
Charge: +1
SMILES: C=C[NH2+]CN
Orbital gap, Eh: 0.4258
HOMO level, eV: -14.874
Lowest unoccupied orbital energy, eV: -3.29

```
14
Properties=species:S:1:pos:R:3:mulliken_charge:R:1
C 0.44 -1.41 1.42 -0.733
C 0.56 -1.42 0.10 0.020
N -0.09 -0.41 -0.79 -0.213
C -0.80 0.91 -0.21 -0.433
N -0.02 2.03 -0.37 -0.455
H 0.02 -0.52 1.86 0.204
H 0.99 -2.14 1.99 0.297
H 1.05 -2.18 -0.49 0.395
H -0.60 -0.93 -1.50 0.377
H 0.70 -0.02 -1.30 0.389
H -1.07 0.76 0.82 0.370
H -1.67 0.93 -0.86 0.330
H 0.11 2.53 -1.24 0.231
H 0.76 2.25 0.24 0.221
```

***

# 2
C3H9N2 | wB97M-V/def2-TZVPD

Results
Calculated total energy, eV: -6226.638
Charge: +1
Orbital gap, Eh: 0.3723
HOMO level, eV: -14.145
Lowest unoccupied orbital energy, eV: -4.01

```
14
Properties=species:S:1:pos:R:3:mulliken_charge:R:1
C -1.49 -0.33 -0.63 -0.414
C -0.27 -0.74 0.09 0.009
C 0.54 0.14 1.15 -0.550
N 1.31 1.21 0.57 -0.514
N -0.20 -0.30 -1.30 -0.156
H -2.21 -0.98 -1.11 0.290
H -1.94 0.58 -0.18 0.252
H -0.11 -2.41 0.14 0.284
H -0.26 0.54 1.66 0.376
H 1.09 -0.40 1.87 0.383
H 0.99 2.08 0.96 0.214
H 2.28 1.07 0.32 0.204
H -0.08 -0.97 -2.07 0.316
H 0.36 0.51 -1.47 0.305
```

***

# 3
C3H9N2 | wB97M-V/def2-TZVPD

Results
Calculated total energy, eV: -6227.315
Charge: +1
Orbital gap, Eh: 0.3788
HOMO level, eV: -13.795
Lowest unoccupied orbital energy, eV: -3.49

```
14
Properties=species:S:1:pos:R:3:mulliken_charge:R:1
C -1.46 0.42 -0.29 -0.831
C -1.94 -0.64 0.69 -0.316
C -0.72 -0.26 0.83 0.131
N 1.47 0.08 -1.18 -0.639
N 0.68 -0.09 1.30 -0.571
H -1.23 0.05 -1.28 0.306
H -1.77 1.44 -0.13 0.249
H -2.67 -1.27 0.97 0.476
H 2.24 -0.52 -1.59 0.355
H 0.52 -0.32 -1.54 0.325
H 1.67 1.09 -1.46 0.368
H 1.03 0.81 1.68 0.352
H 1.20 0.05 0.00 0.498
H 0.99 -0.84 2.01 0.296
```

***

# 4
C3H9N2 | wB97M-V/def2-TZVPD

Results
Calculated total energy, eV: -6230.124
Charge: +1
SMILES: CCNC=[NH2+]
Orbital gap, Eh: 0.4004
HOMO level, eV: -15.262
Lowest unoccupied orbital energy, eV: -4.37

```
14
Properties=species:S:1:pos:R:3:mulliken_charge:R:1
C -1.58 0.68 -1.29 -1.125
C -1.02 -0.44 -0.40 -0.291
N 0.09 0.03 0.49 -0.210
C 1.28 -0.62 0.61 0.273
N 2.25 -0.06 1.40 -0.302
H -0.76 1.16 -1.77 0.352
H -2.22 0.40 -2.14 0.347
H -2.11 1.40 -0.67 0.322
H -1.93 -0.93 0.13 0.265
H -0.52 -1.29 -1.02 0.282
H -0.24 0.74 1.21 0.326
H 1.58 -1.59 0.06 0.303
H 1.95 0.68 2.04 0.218
H 3.22 -0.18 1.35 0.240
```

***

Energy above the lowest of the compared OMol25 structures with the same formula, charge and spin, respectively: 40.1 101.7 86.1 21.3 kcal per mole.